No. 1
Formula: H12NiO6
Source: OMol25
Level of theory: ωB97M-V/def2-TZVPD

Results
net charge	+2
orbital gap (alpha / beta)	12.91 / 12.20	eV
HOMO (alpha / beta)	-0.7433 / -0.7442	Ha
spin multiplicity	3

Geometry (Å):
Ni: 0.060 0.145 -0.131
O: 0.959 -1.686 -0.190
H: 0.541 -2.397 -0.651
H: 1.336 -2.084 0.606
O: -0.616 -0.597 1.837
H: -0.191 -1.248 2.401
H: -1.000 0.063 2.417
O: -1.109 1.705 0.236
H: -1.678 2.063 -0.449
H: -1.260 2.319 0.976
O: -1.575 -0.746 -0.979
H: -1.718 -1.311 -1.724
H: -2.085 -0.994 -0.201
O: 0.616 0.642 -2.192
H: 0.283 0.030 -2.863
H: 1.598 0.470 -2.150
O: 1.691 1.091 0.758
H: 1.640 1.876 1.299
H: 2.510 0.659 1.000

---

No. 2
Formula: C3H6Cl2N3S
Source: OMol25
Level of theory: ωB97M-V/def2-TZVPD

Results
net charge	+1
orbital gap (alpha / beta)	7.17 / 7.17	eV
HOMO (alpha / beta)	-0.4288 / -0.4287	Ha

Geometry (Å):
C: 0.914 -0.356 1.529
C: -0.049 0.919 -0.047
C: -0.649 -1.017 -1.098
N: -0.345 -0.248 1.998
N: 1.067 0.392 0.468
N: -0.038 1.579 -1.254
S: -1.275 0.920 1.208
Cl: -0.226 -2.384 -0.118
Cl: 0.179 -0.988 -2.690
H: 1.749 -0.893 1.946
H: -1.740 -0.944 -1.127
H: -0.743 -0.511 2.882
H: 1.889 0.321 -0.071
H: -0.785 2.202 -1.502
H: 0.052 1.007 -2.124

---

Ordered max |F| results: 0.0370, 0.1108; unit Eh/bohr.
Ordered ΔE to the lowest compared entry with this formula, charge and spin results: 12.2, 47.4; unit kcal/mol.